23
Properties=species:S:1:pos:R:3:nbo_charge:R:1 method="wB97M-V/def2-TZVPD" multiplicity=1 homo_energy_ha=-0.3885 homo_lumo_gap_ev=10.9061 lumo_ev=0.3352 smiles=ClC(Cl)Cl.ClC(Cl)Cl.ClC(Cl)Cl.ClCCCl total_energy_ha=-5256.81113 de_lowest_kcal_mol=2.7
Cl 3.072 -4.355 0.480 0.01
H -2.989 2.201 0.665 0.22
Cl -4.492 4.021 0.919 0.02
Cl -1.171 0.049 -2.589 -0.01
H 1.823 -0.389 0.745 0.23
H 2.230 -4.900 -1.617 0.23
Cl 0.350 2.356 -1.593 0.04
Cl 1.564 1.630 2.047 -0.06
C 2.550 -3.966 -1.174 -0.29
Cl 1.152 -2.891 -1.137 0.01
Cl -1.389 -0.079 2.502 -0.05
Cl 3.883 -3.261 -2.049 0.04
Cl -4.308 1.612 2.489 0.00
C -0.305 -0.158 1.111 -0.41
H -0.571 0.650 0.433 0.22
H 0.071 1.637 -3.752 0.23
C -3.378 2.778 1.493 -0.28
C 0.253 1.119 -2.818 -0.30
C 1.155 -0.034 1.523 -0.39
Cl 1.721 0.228 -2.962 0.05
H 1.247 -0.660 2.410 0.22
H -0.469 -1.083 0.560 0.22
Cl -1.997 3.497 2.316 0.03